No. 1
ORCA calculation (ωB97M-V/def2-TZVPD) on C28H62FNbO8P as an isolated structure at a distorted geometry.

- Frontier orbital gap: 6.7 eV
- Lowest unoccupied orbital energy: 2.14 eV
- HOMO: -4.55 eV
- Charge: -1

Geometry as XYZ:
```
101
Properties=species:S:1:pos:R:3:forces:R:3:mulliken_charge:R:1
C -4.657628 3.767833 -1.299830 0.91 0.10 1.14 -0.982
C -3.750280 3.929117 -0.033370 0.79 0.04 -0.76 -0.201
C -2.230263 4.076022 -0.398225 -1.35 0.60 0.90 -0.642
O -1.553993 4.287748 0.846333 0.35 -0.89 -0.84 -0.156
C -0.735660 3.129140 1.184072 0.25 0.59 -0.46 -0.819
Nb 0.470658 3.606279 3.081850 -1.45 0.32 -1.22 -0.714
C -0.912605 5.331573 3.680811 0.05 -0.31 1.41 -0.975
C -2.330971 4.821081 4.120087 1.62 0.94 -0.60 -0.001
F -3.289655 5.696148 3.556677 -0.38 -0.48 0.12 -0.347
C 2.012537 1.977479 2.698540 0.46 0.09 0.91 -0.695
C 2.489106 1.424638 4.106920 1.68 -0.15 -1.79 -0.577
P 3.572531 -0.060272 3.734753 -2.72 -0.05 0.74 1.114
O 2.676351 -1.212371 3.332664 1.82 1.05 -0.02 -0.711
O 4.627790 0.438786 2.547273 -0.88 -1.12 1.87 -0.385
C 5.050066 -0.626155 1.690153 0.90 0.02 -1.74 -0.046
C 4.005541 -0.976152 0.586062 -0.49 -0.90 1.18 -0.937
O 4.336797 -0.455082 5.171914 -0.24 0.38 -2.07 -0.463
C 4.680732 -1.841651 5.264591 0.48 -1.00 1.22 0.220
C 3.576922 -2.729685 5.895543 -0.07 -0.44 -0.57 -1.164
H -5.651026 3.430061 -0.955275 0.30 0.18 -0.59 0.321
H -4.163201 3.025334 -1.955192 -0.59 0.27 0.09 0.108
H -4.702962 4.749541 -1.806755 -0.22 -0.58 0.03 0.406
H -3.804393 3.048004 0.637087 -0.23 0.50 -0.27 0.226
H -3.999225 4.850521 0.527429 -0.07 -0.63 -0.10 0.225
H -2.108165 4.983040 -1.031365 0.13 -0.54 0.16 0.240
H -1.855972 3.169683 -0.905121 -0.09 0.42 0.04 0.368
H -1.390896 2.230025 1.299427 0.35 0.35 -0.02 0.326
H -0.065388 2.956423 0.304615 -0.26 -0.20 0.57 0.427
H -0.442302 2.393885 4.106869 -0.06 -0.38 0.61 0.004
H 1.518190 4.105909 4.516776 0.30 0.10 -0.18 -0.036
H 1.480855 4.777268 2.094075 0.40 0.14 0.05 -0.044
H -0.490542 5.918764 4.524482 -0.20 -0.17 -0.52 0.484
H -0.966788 6.020761 2.816258 -0.17 -0.57 0.16 0.246
H -2.485116 3.784587 3.783190 -0.57 0.47 0.03 0.165
H -2.439644 4.915384 5.212949 0.01 -0.34 -0.38 0.294
H 2.877849 2.450309 2.183572 -0.44 -0.26 0.33 0.344
H 1.664200 1.162067 2.031101 -0.12 0.32 0.42 0.243
H 3.097101 2.226102 4.557025 -0.47 -0.42 0.22 0.454
H 1.635364 1.111005 4.722590 0.56 -0.04 -0.03 0.382
H 5.953961 -0.250832 1.163158 -0.41 0.02 0.51 0.352
H 5.397573 -1.511926 2.256286 -0.46 0.38 -0.18 0.011
H 4.456710 -1.227485 -0.386982 -0.03 0.40 0.37 0.356
H 3.461895 -1.875726 0.942883 0.13 0.52 -0.35 0.263
H 3.234199 -0.188185 0.515311 0.61 -0.19 -0.17 0.203
H 5.555111 -1.895514 5.945888 -0.33 0.19 -0.46 0.225
H 5.031948 -2.277567 4.311007 -0.42 0.39 0.29 -0.040
H 3.541234 -2.688592 6.997290 0.10 0.24 -0.44 0.306
H 2.571408 -2.532756 5.484349 0.57 0.15 0.13 0.315
H 3.808657 -3.781248 5.612994 -0.07 0.52 0.26 0.317
C 10.278190 -2.538995 6.190159 0.05 0.12 0.27 -0.548
C 9.923553 -3.980940 5.873121 0.14 -0.19 -0.18 -0.532
C 8.413963 -3.904978 5.721555 -0.24 0.09 0.10 -0.462
O 8.115892 -2.594477 5.227852 0.26 -0.12 0.10 -0.324
C 9.287453 -1.776749 5.327341 -0.09 0.07 -0.25 -0.428
H 11.315199 -2.282625 5.973110 -0.03 0.00 -0.02 0.331
H 10.089658 -2.333602 7.247732 0.02 0.02 -0.04 0.270
H 10.380972 -4.276414 4.924542 -0.02 -0.02 0.04 0.263
H 10.238606 -4.690623 6.638293 -0.03 0.02 -0.01 0.320
H 7.910511 -4.025895 6.687104 0.02 -0.09 0.01 0.281
H 8.021793 -4.652660 5.030053 -0.06 0.08 -0.02 0.287
H 9.678703 -1.621708 4.315928 0.06 0.06 0.03 0.269
H 9.020269 -0.806509 5.748206 -0.10 -0.03 -0.04 0.275
C -6.024053 0.018898 -3.547518 -0.09 0.28 -0.02 -0.560
C -5.401776 -0.738303 -4.708297 -0.15 -0.30 -0.12 -0.165
C -3.921472 -0.604676 -4.409856 0.32 0.15 -0.01 0.007
O -3.792827 -0.533101 -2.981132 -0.24 -0.04 -0.05 -0.507
C -5.087489 -0.335376 -2.405016 0.13 -0.17 0.14 -0.438
H -7.060337 -0.255897 -3.347186 0.03 -0.01 0.02 0.383
H -5.987049 1.094858 -3.742180 -0.01 -0.03 0.04 0.196
H -5.697749 -1.790773 -4.667155 0.07 0.01 -0.01 0.049
H -5.673085 -0.345073 -5.688264 0.08 0.06 0.03 0.246
H -3.514445 0.315296 -4.831543 -0.07 -0.02 -0.03 0.128
H -3.340082 -1.449079 -4.786511 -0.02 -0.05 0.12 0.171
H -5.388832 -1.272142 -1.920171 -0.10 0.03 0.03 0.212
H -5.034673 0.447169 -1.646005 0.10 -0.03 0.00 0.276
C -2.429733 1.377237 -8.876408 -0.03 -0.22 -0.19 -0.571
C -3.276373 2.636683 -8.825641 0.09 0.28 0.01 -0.575
C -4.317050 2.271782 -7.781102 -0.18 -0.15 0.08 -0.551
O -3.683940 1.368231 -6.867752 0.04 0.16 -0.40 -0.257
C -2.433953 0.938676 -7.422351 0.11 0.06 0.25 -0.443
H -1.425377 1.537441 -9.268105 -0.02 0.00 0.04 0.344
H -2.922261 0.622892 -9.496903 0.04 0.01 0.02 0.276
H -2.671604 3.477105 -8.474011 -0.04 -0.01 -0.02 0.272
H -3.715430 2.911369 -9.784876 -0.01 -0.02 0.03 0.321
H -5.170361 1.753787 -8.233302 -0.03 0.07 -0.05 0.297
H -4.688245 3.140623 -7.235202 0.01 -0.07 0.07 0.304
H -1.629686 1.423268 -6.858799 0.06 -0.06 -0.04 0.310
H -2.335598 -0.141941 -7.307230 -0.07 0.02 0.08 0.270
C -3.953993 -5.146004 -1.971736 -0.14 0.09 0.20 -0.621
C -4.545701 -6.095982 -2.998828 0.10 -0.25 -0.08 -0.544
C -5.029726 -5.134951 -4.071347 -0.10 0.23 -0.04 -0.501
O -4.151115 -4.005688 -4.037640 -0.08 -0.21 0.10 -0.312
C -3.342664 -4.071997 -2.854039 0.23 0.14 -0.05 -0.262
H -3.227470 -5.612881 -1.307251 0.00 0.03 -0.03 0.366
H -4.751902 -4.717694 -1.358493 0.05 0.00 0.00 0.259
H -3.761482 -6.743272 -3.401935 -0.04 0.00 0.00 0.250
H -5.341284 -6.729605 -2.606058 0.00 0.03 -0.02 0.343
H -6.045159 -4.781059 -3.859033 -0.05 -0.09 -0.01 0.270
H -5.017935 -5.576529 -5.069813 0.02 0.08 -0.02 0.298
H -2.323424 -4.337923 -3.154859 0.02 0.00 0.07 0.261
H -3.318037 -3.092521 -2.374189 -0.02 0.05 -0.15 0.189
```
Forces are in eV/Å.

No. 2
ORCA calculation (ωB97M-V/def2-TZVPD) on a 8-piece molecular cluster, C28H62O10P overall at a distorted geometry.

- Frontier orbital gap: 5.3 eV
- Lowest unoccupied orbital energy: 1.99 eV
- HOMO: -3.30 eV
- Charge: -1

Geometry as XYZ:
```
101
Properties=species:S:1:pos:R:3:forces:R:3:mulliken_charge:R:1
C 5.992873 1.939947 -1.012019 -0.68 0.06 1.44 -0.694
C 4.387376 1.482726 -0.894410 2.21 -2.56 -0.74 -0.715
P 3.274806 2.771902 -0.049609 0.66 -0.48 0.45 -0.358
C 1.724009 1.712367 -0.561743 -1.58 -1.23 0.55 -0.855
C 0.299943 2.438974 -0.196938 -0.40 -0.60 -0.55 0.321
C -0.942895 1.359284 0.083768 -0.19 0.50 -0.63 -0.282
C -0.750989 -0.046730 -0.750164 1.42 0.63 0.83 -0.296
O -1.989275 -0.856766 -0.854697 1.75 -0.87 -0.07 -0.450
C 3.139532 3.910249 -1.555207 -0.92 2.44 -0.11 0.175
O 3.808115 3.478933 -2.782265 1.09 -0.09 3.48 -0.126
O 2.900928 3.643669 -3.737662 -3.27 -0.50 -3.98 -0.478
H 6.322788 2.132633 0.118887 -0.57 -0.38 -2.44 0.249
H 6.683548 1.080752 -1.406242 -1.29 1.71 0.44 0.144
H 6.119891 2.966987 -1.560192 -0.19 -2.10 0.75 0.236
H 3.971638 1.038898 -1.910014 1.01 1.05 1.75 0.253
H 4.421284 0.542884 -0.156304 -0.17 1.86 -1.47 0.246
H 2.434127 3.716121 0.683827 -0.12 0.45 -0.26 0.040
H 4.480435 3.507708 0.343735 0.02 0.22 0.27 0.220
H 3.363713 1.997230 1.169225 -0.05 -0.24 0.53 0.212
H 1.810848 1.360583 -1.696415 -0.56 0.78 2.16 0.085
H 1.788177 0.730713 0.110868 0.03 1.88 -1.47 0.331
H 0.000818 3.118871 -1.102673 0.55 -1.39 1.99 -0.095
H 0.335782 3.117792 0.777352 0.32 -1.39 -2.10 0.091
H -1.924063 1.920767 -0.293883 1.80 -1.41 0.90 -0.038
H -1.010125 1.178554 1.244428 -0.01 0.09 -2.33 0.215
H 0.071312 -0.673024 -0.159243 -1.71 1.31 -1.40 0.227
H -0.320049 0.207426 -1.811321 -0.92 -0.51 1.96 0.153
H -1.675695 -1.806492 -0.980824 -0.62 2.00 0.26 0.287
H 3.568404 4.987768 -1.281015 -0.87 -2.03 -0.40 0.282
H 1.977319 4.055538 -1.786384 2.40 -0.26 0.35 -0.634
H 2.232144 2.906157 -3.621400 1.02 0.86 -0.02 0.341
C -2.563259 6.474988 -2.587817 -0.35 -0.29 0.30 -1.296
C -1.231410 5.793533 -2.420866 0.38 -1.38 0.87 0.789
O -1.115146 4.777834 -1.736969 -0.47 1.61 -1.10 -0.437
C -0.047417 6.402681 -3.123106 0.32 -0.39 0.20 -0.831
H -3.325276 5.925082 -2.025375 0.17 0.09 -0.11 0.287
H -2.509810 7.495105 -2.199233 0.00 0.03 -0.22 0.325
H -2.846166 6.484057 -3.643462 0.06 0.21 0.05 0.373
H 0.118012 7.419504 -2.758315 -0.08 0.03 -0.19 0.325
H -0.218285 6.408535 -4.202559 -0.02 0.21 0.05 0.327
H 0.846005 5.805188 -2.912873 -0.17 0.11 -0.05 0.078
C -3.125815 4.443069 3.722011 0.24 -0.07 0.46 -1.170
C -2.048996 4.854112 2.753724 1.76 0.29 0.39 0.792
O -0.890281 5.032949 3.125575 -1.68 -0.21 -0.41 -0.566
C -2.444602 5.037707 1.312949 0.51 0.16 -0.12 -0.778
H -2.695437 4.348494 4.724627 -0.06 0.02 -0.23 0.320
H -3.911097 5.202751 3.748614 -0.10 -0.17 -0.11 0.321
H -3.541317 3.476195 3.427018 -0.15 0.15 -0.05 0.290
H -3.199485 5.823852 1.232351 -0.17 -0.15 -0.01 0.482
H -2.829763 4.097343 0.910687 -0.11 0.12 -0.03 0.176
H -1.565970 5.334416 0.730396 -0.20 -0.18 0.14 0.114
C -5.062267 -0.114635 -1.453233 0.03 0.01 0.56 -1.018
C -6.311966 -0.817918 -0.995278 0.02 -0.06 1.46 0.887
O -6.514799 -1.048650 0.195729 0.08 0.36 -1.51 -0.560
C -7.303926 -1.227805 -2.050764 -0.40 -0.26 0.32 -1.211
H -4.439325 0.121224 -0.583910 -0.09 -0.13 -0.29 0.218
H -4.494940 -0.764635 -2.124152 -0.01 0.21 -0.06 0.304
H -5.324940 0.818056 -1.958798 0.04 -0.13 -0.19 0.384
H -6.836392 -1.927352 -2.748198 -0.02 0.20 -0.11 0.301
H -7.666411 -0.344712 -2.582928 0.15 -0.11 -0.14 0.370
H -8.156006 -1.724426 -1.574606 0.17 0.10 -0.09 0.318
C 10.169225 -0.032582 -0.879318 -0.16 0.45 0.20 -1.209
C 9.191215 -1.033406 -0.324409 -1.46 0.43 1.19 0.748
O 8.280762 -0.687571 0.426822 1.34 -0.49 -0.98 -0.554
C 9.370086 -2.473599 -0.724276 -0.37 -0.01 0.20 -0.878
H 9.917891 0.965838 -0.505958 0.00 -0.24 -0.08 0.306
H 11.182008 -0.283125 -0.553756 0.01 -0.07 -0.22 0.396
H 10.111668 -0.022702 -1.970692 0.19 -0.09 0.05 0.313
H 10.347231 -2.832763 -0.391777 0.00 -0.01 -0.31 0.323
H 9.276950 -2.572420 -1.808715 0.28 -0.07 0.13 0.312
H 8.592908 -3.081377 -0.248883 0.14 0.18 -0.08 0.253
C 10.885753 -6.832853 -3.559679 0.36 0.31 -0.16 -1.120
C 10.114637 -5.909264 -2.655004 0.45 1.63 0.24 0.808
O 10.457694 -4.738987 -2.494881 -0.39 -1.67 -0.28 -0.504
C 8.907538 -6.472770 -1.953993 -0.12 0.43 0.24 -0.920
H 11.730376 -6.290297 -3.997462 -0.20 -0.10 0.11 0.298
H 11.272920 -7.677971 -2.984901 -0.17 -0.09 -0.13 0.319
H 10.240075 -7.185899 -4.367742 0.03 -0.18 0.14 0.315
H 9.206671 -7.301780 -1.307750 -0.11 -0.10 -0.17 0.314
H 8.173787 -6.809776 -2.690529 0.09 -0.18 0.09 0.315
H 8.450493 -5.693265 -1.335219 0.12 -0.16 -0.15 0.172
C -5.950273 -5.129121 3.574135 -0.28 -0.41 0.13 -1.168
C -6.770368 -4.779413 2.361195 -0.87 -0.57 -0.40 0.935
O -7.804644 -5.388454 2.092459 1.18 0.57 0.11 -0.623
C -6.276239 -3.655691 1.489914 -0.50 -0.25 -0.18 -1.015
H -6.427221 -5.957918 4.108012 0.11 0.25 -0.08 0.268
H -4.948433 -5.440624 3.267907 0.03 0.22 0.03 0.427
H -5.892868 -4.267946 4.244648 0.15 -0.09 -0.09 0.295
H -5.288983 -3.901644 1.090913 0.06 0.18 0.18 0.339
H -6.233345 -2.728928 2.067597 0.21 -0.08 -0.14 0.328
H -6.967683 -3.514975 0.652357 0.18 0.00 0.28 0.212
C -10.234341 -3.332069 6.187497 0.34 0.22 0.41 -1.134
C -9.275130 -4.238441 5.463286 1.38 -0.26 0.32 0.861
O -8.107242 -4.356490 5.830680 -1.43 0.20 -0.36 -0.555
C -9.800078 -4.994885 4.272377 0.44 -0.32 0.12 -0.946
H -9.717516 -2.851660 7.025057 -0.10 -0.11 -0.19 0.307
H -10.596614 -2.556058 5.508485 -0.17 -0.15 0.03 0.312
H -11.071158 -3.914861 6.580687 -0.08 0.11 -0.18 0.319
H -10.142950 -4.292903 3.508160 -0.14 -0.12 0.05 0.304
H -10.617537 -5.651703 4.580272 -0.16 0.20 -0.06 0.375
H -8.997490 -5.608613 3.849779 -0.33 0.23 0.10 0.149
```
Forces are in eV/Å.

Number 1: DFT total energy -59971.567 eV. Number 2: DFT total energy -59795.792 eV.